{"formula": "C3H5NO2", "method": "ωB97M-V/def2-TZVPD", "molar_mass_da": 87.1, "homo_energy_ev": -11.008, "smiles": "COC=O.C#N", "energy_ha": -322.50097, "homo_lumo_gap_ev": 12.0278, "e_above_lowest_ev": 1.996, "lumo_energy_ev": 1.019, "species": ["C", "O", "C", "O", "H", "H", "H", "H", "C", "N", "H"], "positions_angstrom": [[0.4326, 0.6566, 1.3276], [-0.7402, -0.0439, 0.9095], [-1.2369, 0.2271, -0.3564], [-0.8610, 1.0984, -1.0871], [0.7662, 1.3254, 0.5415], [0.1891, 1.2412, 2.2358], [1.2002, -0.0954, 1.5570], [-2.1960, -0.3203, -0.4553], [0.6728, -1.3482, -1.5569], [1.0764, -1.6903, -0.5357], [0.6968, -1.0507, -2.5800]]}